[1]
C29H75N5O10 | ωB97M-V with the def2-TZVPD basis set

Computed properties:
SMILES: COC[C@H](C)N.COCCNCCOC.COCCNCCOC.COCCNCCOC.COCCNCCOC.CO
Spin multiplicity: 1
HOMO-LUMO gap, eV: 9.03

```
119
C29H75N5O10, DFT ωB97M-V with the def2-TZVPD basis set
C -2.2150 7.0178 6.5476
O -2.4131 5.7664 5.9427
C -3.2856 5.8420 4.8319
C -3.6076 4.4435 4.3550
C -2.3990 3.6746 3.8960
N -4.5557 4.5784 3.2467
H -1.5068 7.6586 6.0055
H -1.8292 6.8394 7.5496
H -3.1505 7.5885 6.6155
H -4.2273 6.3204 5.1356
H -2.8122 6.4169 4.0244
H -4.1356 3.9476 5.1819
H -2.6092 2.6588 3.5603
H -1.8789 3.4560 4.8477
H -1.6992 4.2010 3.2559
H -4.9743 3.7445 2.8527
H -5.2196 5.3382 3.2688
C 5.8130 1.1657 -5.5598
O 5.3864 1.5040 -4.2841
C 5.3741 0.4331 -3.3632
C 4.6099 0.9278 -2.1513
N 4.5810 -0.0803 -1.1088
C 3.6364 0.2980 -0.0651
C 3.4840 -0.8198 0.9553
O 3.1026 -2.0119 0.2937
C 2.8200 -3.0658 1.1571
H 6.3983 1.9876 -5.9743
H 4.9618 1.0172 -6.2415
H 6.3804 0.2301 -5.5868
H 6.4060 0.1404 -3.1283
H 4.8671 -0.4438 -3.7955
H 3.6151 1.1606 -2.5652
H 5.0891 1.8455 -1.8113
H 4.1949 -0.9420 -1.4895
H 2.6544 0.5476 -0.4896
H 4.0318 1.1172 0.5463
H 2.7162 -0.5689 1.7026
H 4.4263 -0.9812 1.4963
H 3.5934 -3.2114 1.9147
H 2.6460 -3.9479 0.5457
H 1.8525 -2.8873 1.6574
C -3.4630 -0.1468 3.3801
O -2.2900 -0.9241 3.5843
C -2.4013 -2.2640 3.0813
C -1.0352 -2.8907 3.1943
N -1.1169 -4.3437 3.2144
C 0.1859 -5.0137 3.2325
C 0.4236 -5.6307 1.8508
O 1.7532 -6.0638 1.7236
C 1.9093 -7.0788 0.7249
H -4.3549 -0.7780 3.4600
H -3.4542 0.3841 2.4265
H -3.4839 0.5619 4.2078
H -2.7452 -2.1711 2.0442
H -3.1750 -2.7680 3.6724
H -0.5424 -2.4662 4.0860
H -0.3856 -2.5314 2.3885
H -1.6351 -4.5898 4.0475
H 0.1292 -5.8027 3.9834
H 1.0429 -4.3652 3.4479
H 0.1468 -4.8597 1.1158
H -0.2484 -6.4903 1.7408
H 1.9193 -6.6357 -0.2706
H 1.1804 -7.8659 0.9134
H 2.9010 -7.4797 0.9367
C -6.4658 1.7111 3.2347
O -5.6231 2.0975 2.1913
C -6.2742 2.5074 0.9961
C -5.1959 2.8288 -0.0369
N -4.8117 4.2296 0.0083
C -3.6672 4.5603 -0.8246
C -2.3812 3.8116 -0.5274
O -1.3253 4.5175 -1.1419
C -0.0984 3.8644 -0.9659
H -5.8071 1.4948 4.0819
H -7.0322 0.7916 3.0620
H -7.0970 2.5285 3.6025
H -6.9589 3.3458 1.1605
H -6.8313 1.6520 0.5885
H -5.5150 2.5366 -1.0377
H -4.3703 2.1620 0.2650
H -4.6673 4.4978 0.9761
H -3.5049 5.6377 -0.7246
H -3.9339 4.4366 -1.8789
H -2.4568 2.7973 -0.9511
H -2.2077 3.6685 0.5479
H 0.6725 4.5366 -1.3449
H -0.0135 2.9207 -1.5182
H 0.1032 3.6738 0.0951
C 0.5791 -1.4391 -1.7371
O 1.4911 -1.9311 -2.6888
C 1.1794 -3.2650 -3.0208
C 2.2738 -3.8576 -3.8872
N 2.3507 -3.2439 -5.1924
C 3.4972 -3.6219 -5.9780
C 3.4404 -3.0022 -7.3521
O 4.3228 -3.6613 -8.2310
C 5.5393 -2.9900 -8.4211
H 0.7555 -1.8597 -0.7415
H -0.4702 -1.6244 -2.0049
H 0.7311 -0.3621 -1.7250
H 0.2032 -3.2875 -3.5233
H 1.1513 -3.8383 -2.0823
H 2.1027 -4.9408 -4.0056
H 3.2095 -3.6811 -3.3516
H 1.5111 -3.2957 -5.7501
H 3.5497 -4.7124 -6.1355
H 4.4418 -3.3138 -5.5164
H 3.5908 -1.9174 -7.3454
H 2.4170 -3.0721 -7.7500
H 6.1460 -2.8974 -7.5102
H 5.4454 -2.0110 -8.8997
H 6.1348 -3.6401 -9.0694
C 0.0097 0.7748 0.8245
O -1.3253 0.8375 1.2263
H 0.1736 1.1710 -0.1721
H 0.7888 1.2306 1.4548
H 0.3042 -0.2853 0.8027
H -1.4639 0.2361 1.9662
```

=====

[2]
C29H78N2O15 | ωB97M-V with the def2-TZVPD basis set

Computed properties:
SMILES: COCCNCCOC.COCCNCCOC.CC(C)O.CC(C)O.CC(C)O.OCCO.OCCO.OCCO.OCCO
Spin multiplicity: 1
HOMO-LUMO gap, eV: 9.00

```
124
C29H78N2O15, DFT ωB97M-V with the def2-TZVPD basis set
C -2.0857 3.3500 -0.8000
O -1.2268 2.2609 -0.5210
C -1.3857 1.2311 -1.4998
C -0.6989 0.0219 -0.9231
N 0.7330 0.1301 -0.9413
C 1.4407 -1.0591 -0.4861
C 1.2924 -1.4910 0.9673
O 2.1488 -1.0705 2.0326
C 2.2017 0.3372 2.0905
H -3.1222 3.0141 -0.7416
H -1.8154 3.8760 -1.7168
H -2.0566 4.1211 -0.0249
H -0.8247 1.5311 -2.3948
H -2.4256 1.0600 -1.7882
H -1.0381 -0.8554 -1.4928
H -1.1079 -0.1842 0.0776
H 1.1167 1.0172 -0.6672
H 2.4933 -0.8580 -0.7186
H 1.2425 -1.8824 -1.1742
H 1.4352 -2.5750 0.9637
H 0.2943 -1.2984 1.3784
H 1.1869 0.7370 2.2188
H 2.6115 0.9001 1.2424
H 2.8261 0.5972 2.9451
C -7.2272 -5.3715 -1.8164
O -6.0874 -4.5431 -1.6259
C -6.0871 -3.9311 -0.3525
C -5.2979 -2.6371 -0.3384
N -6.0989 -1.3948 -0.3824
C -7.0390 -1.3642 -1.5169
C -7.6672 0.0125 -1.6246
O -6.6699 0.9698 -1.9141
C -6.8539 2.2212 -1.3144
H -7.5175 -5.4674 -2.8673
H -8.1403 -4.9028 -1.4367
H -6.9607 -6.3512 -1.4207
H -5.5538 -4.5621 0.3667
H -7.0752 -3.6971 0.0583
H -4.5366 -2.6155 -1.1250
H -4.8729 -2.6103 0.6628
H -5.4969 -0.5996 -0.5742
H -7.7748 -2.1569 -1.3834
H -6.4623 -1.5451 -2.4368
H -8.1980 0.2723 -0.7012
H -8.4832 0.0133 -2.3575
H -6.7438 2.3526 -0.2325
H -7.8436 2.6585 -1.5087
H -6.1589 2.8777 -1.8380
C 4.0536 1.5871 -1.4371
C 4.3111 2.7817 -0.5195
C 5.7302 3.3429 -0.4348
O 3.4462 3.8698 -0.8813
H 4.5781 0.6709 -1.1455
H 4.5347 1.8051 -2.3976
H 2.9990 1.3210 -1.4163
H 3.9532 2.4259 0.4543
H 6.0200 3.6353 -1.4426
H 6.3715 2.5583 -0.0178
H 5.8023 4.1474 0.2926
H 3.3415 3.8768 -1.8549
C 6.7016 -3.1664 -2.2219
C 5.2183 -3.1187 -2.5356
C 4.5685 -4.5073 -2.5410
O 4.5190 -2.3334 -1.5476
H 6.8886 -3.8350 -1.3817
H 7.0525 -2.1497 -2.0436
H 7.2002 -3.5397 -3.1183
H 5.0266 -2.6399 -3.5002
H 4.7596 -5.0105 -1.5932
H 5.0454 -5.1233 -3.3129
H 3.5153 -4.4730 -2.8106
H 5.1374 -2.2406 -0.8154
C 3.1170 2.0127 6.8648
C 2.8732 3.3898 6.2546
C 3.7091 4.5189 6.8760
O 3.2788 3.2840 4.8871
H 2.8209 1.7932 7.8893
H 4.1738 1.7307 6.7757
H 2.7275 1.2570 6.1748
H 1.8013 3.6001 6.2268
H 3.2794 5.4743 6.5679
H 4.7473 4.5254 6.5530
H 3.6444 4.4782 7.9635
H 2.5771 3.0391 4.2787
O 2.2874 4.0589 -3.3351
C 1.2328 3.2350 -3.8079
C 0.0802 3.1788 -2.7825
O -0.1577 4.5072 -2.3084
H 2.0054 4.9493 -3.5777
H 0.8670 3.5546 -4.7870
H 1.6276 2.2233 -3.9370
H 0.4694 2.6424 -1.9116
H -0.8132 2.7541 -3.2337
H 0.4404 4.6643 -1.5732
O -2.6709 -4.3212 0.9751
C -1.7865 -3.3106 1.4562
C -2.5005 -2.5159 2.5308
O -2.6778 -3.3332 3.6893
H -2.2674 -4.9693 0.3700
H -0.9895 -3.9058 1.9054
H -1.5363 -2.5969 0.6631
H -3.4515 -2.0874 2.1944
H -1.9341 -1.6064 2.7530
H -3.3103 -3.9884 3.3607
O -1.0815 -5.4168 -3.5020
C -0.3319 -4.6988 -2.4947
C -0.1365 -5.7077 -1.3754
O -1.3830 -6.0155 -0.7308
H -2.0083 -5.2958 -3.2659
H 0.5861 -4.3522 -2.9765
H -0.8356 -3.7456 -2.3093
H 0.5943 -5.4970 -0.5892
H 0.2551 -6.6355 -1.7953
H -1.6840 -6.8544 -1.0883
O 1.8253 3.5875 2.1028
C 1.2799 4.7994 2.6236
C 2.2477 5.9755 2.4972
O 2.5562 6.1403 1.1106
H 1.7079 3.6370 1.1474
H 0.3676 4.9373 2.0320
H 0.9818 4.5496 3.6441
H 3.1968 5.7007 2.9750
H 1.9964 6.9079 2.9993
H 3.0389 5.3242 0.9161
```

=====

Computed energy relative to the best compared isomer or geometry (same formula, charge and spin), in the same sequence as the records: 0.138 4.352 eV.
Computed HOMO, in the same sequence as the records: -8.4 -8.5 eV.
Computed energy, in the same sequence as the records: -59207.8922 -65023.0923 eV.